No. 1
C57H49GeN4O2P2S2Tl | ωB97M-V/def2-TZVPD

Results
* spin multiplicity: 2
* net charge: -1
* ΔE to the lowest compared entry with this formula, charge and spin: 0.296 eV
* frontier orbital gap (alpha / beta): 6.6351 / 4.7283 eV
* calculated total energy: -171416.443 eV
* highest occupied orbital energy (alpha / beta): -4.3 / -4.3 eV

```
118
Properties=species:S:1:pos:R:3:mulliken_spin:R:1
Tl -0.2793 -0.1567 -0.5384 0.333
C -2.6772 0.3759 2.6592 0.013
P -0.8436 -0.0126 2.3766 0.022
C -0.5931 -1.7094 3.0364 -0.055
C -1.4069 -2.3279 3.9742 -0.001
C -1.0811 -3.5725 4.4746 0.000
C -0.0068 -4.2710 3.9675 0.000
C 0.7597 -3.7674 2.9384 0.009
C 0.4442 -2.5087 2.4722 0.002
C -0.0551 0.9454 3.6874 0.000
C 1.3633 1.0437 3.7204 -0.001
C 1.9830 1.6309 4.8422 0.000
C 1.2280 2.0981 5.8801 0.000
C -0.1298 2.0660 5.8235 0.001
C -0.7835 1.5201 4.7321 -0.001
C -3.4389 -0.5168 1.6940 -0.020
C -4.7114 -1.0790 1.7953 0.007
C -4.9184 -1.7470 0.5600 -0.001
C -3.7400 -1.5216 -0.1855 -0.019
C -3.5185 -1.8362 -1.6172 -0.002
P -2.1017 -2.9382 -1.9989 0.040
C -1.1674 -2.0731 -3.3234 -0.005
C 0.2046 -2.0285 -3.2912 0.039
C 0.9163 -1.3761 -4.2317 -0.014
C 0.2907 -0.6600 -5.2773 0.001
C -1.0813 -0.6871 -5.3280 0.007
C -1.8140 -1.4228 -4.4003 0.016
C -2.9381 -4.2526 -2.9981 0.004
C -4.0154 -3.9844 -3.8318 0.004
C -4.4245 -4.9665 -4.7164 0.000
C -3.7852 -6.1895 -4.7722 0.000
C -2.8015 -6.4892 -3.8809 0.000
C -2.3397 -5.4954 -3.0014 -0.001
N -2.8632 -0.8183 0.4951 0.023
H -2.7517 1.4664 2.4784 -0.001
H -2.8313 0.1692 3.6710 -0.001
H -2.1194 -1.7552 4.4861 0.000
H -1.6960 -4.0965 5.2196 0.000
H 0.1348 -5.2879 4.3490 0.000
H 1.6185 -4.3410 2.5745 0.000
H 1.0593 -2.0809 1.6808 0.019
H 1.9335 0.6134 2.9172 0.000
H 3.0567 1.6723 4.8320 0.000
H 1.6933 2.4900 6.7910 0.000
H -0.6363 2.3768 6.7043 0.000
H -1.8445 1.5112 4.7386 -0.001
H -5.3378 -1.0160 2.6669 0.000
H -5.7583 -2.3293 0.2490 0.001
H -3.4819 -0.8633 -2.1621 -0.002
H -4.3588 -2.3588 -1.9628 0.003
H 0.8339 -2.5661 -2.5900 -0.017
H 1.9978 -1.4583 -4.1996 -0.001
H 0.9542 -0.1589 -5.9914 0.000
H -1.5508 -0.1894 -6.1636 0.000
H -2.8474 -1.4483 -4.5332 -0.001
H -4.4777 -2.9865 -3.8597 0.000
H -5.1823 -4.7567 -5.4736 0.000
H -4.0372 -6.9558 -5.5487 0.000
H -2.3346 -7.4098 -3.7802 0.000
H -1.5868 -5.7528 -2.2447 0.001
N 7.6055 -3.7246 2.8167 0.000
C 6.6945 -3.1869 1.8744 0.000
C 5.5389 -2.5812 2.3360 0.000
C 4.5368 -2.1944 1.4626 0.000
C 4.7796 -2.3346 0.0975 0.002
C 5.8829 -2.9466 -0.4032 -0.001
C 6.8085 -3.4118 0.5060 0.000
S 3.5790 -1.9201 -1.2053 0.002
O 2.7936 -3.0499 -1.5068 -0.003
O 4.4312 -1.4929 -2.2822 0.000
N 2.7139 -0.8253 -0.4809 0.005
C 3.3020 0.3379 -0.1695 0.015
S 4.9001 0.8459 -0.7528 0.001
C 4.7866 2.1866 0.2803 0.002
C 3.6588 2.1715 1.0225 0.000
N 2.7844 1.1989 0.7225 -0.002
H 7.6829 -3.1374 3.6446 0.000
H 8.5551 -3.9321 2.4758 0.000
H 5.4587 -2.3386 3.3936 0.000
H 3.6671 -1.7821 1.9393 0.000
H 5.9971 -3.1474 -1.4792 0.000
H 7.6348 -3.9982 0.1959 0.000
H 5.7195 2.7680 0.2659 0.000
H 3.4610 2.8627 1.8249 0.000
C -0.8616 5.3002 3.5003 0.022
C -1.9907 4.7641 2.8864 -0.010
C -1.9031 3.9842 1.7627 0.027
C -0.6328 3.7296 1.2124 0.084
C 0.5129 4.2481 1.8491 0.042
C 0.3760 5.0310 2.9983 -0.010
Ge -0.5326 2.6948 -0.5092 0.220
C 0.7690 3.6471 -1.7496 0.063
C 1.5158 2.9390 -2.6969 0.015
C 2.1819 3.5987 -3.7650 -0.001
C 2.1241 5.0275 -3.7687 -0.002
C 1.3985 5.7165 -2.8301 0.003
C 0.7106 5.0863 -1.8296 -0.006
C -2.2964 3.1083 -1.4133 0.062
C -3.4654 2.4162 -1.0125 0.019
C -4.7035 2.6056 -1.5452 -0.003
C -4.8580 3.5972 -2.4884 0.009
C -3.7208 4.3461 -2.9013 -0.002
C -2.4741 4.0933 -2.4256 0.003
H -0.9750 5.9297 4.3610 0.001
H -2.9595 4.9505 3.3154 0.000
H -2.8056 3.5074 1.3135 0.001
H 1.4877 4.0386 1.4910 0.006
H 1.2520 5.2908 3.6043 0.000
H 1.5379 1.8767 -2.6349 -0.015
H 2.8024 3.0028 -4.4196 0.000
H 2.7377 5.6475 -4.4532 0.000
H 1.4114 6.7971 -2.9263 0.001
H 0.3008 5.7244 -1.1350 0.001
H -3.3315 1.6078 -0.2538 0.046
H -5.4802 1.9260 -1.3210 0.000
H -5.8512 3.8201 -2.9210 0.001
H -3.7682 5.1898 -3.6277 0.000
H -1.6044 4.6300 -2.8304 0.002
```

---

No. 2
C57H50AsN12OPb | ωB97M-V/def2-TZVPD

Results
* net charge: +1
* frontier orbital gap (alpha / beta): 4.9267 / 5.0264 eV
* calculated total energy: -145933.283 eV
* highest occupied orbital energy (alpha / beta): -8.5 / -8.6 eV

```
122
Properties=species:S:1:pos:R:3:lowdin_charge:R:1
Pb -0.0672 -0.3209 0.7897 1.321
C -4.1038 -5.5547 2.1895 -0.060
C -5.0927 -4.5711 2.2905 -0.061
C -4.7635 -3.2215 2.3204 -0.004
C -3.4212 -2.8895 2.2286 -0.104
C -2.7229 -1.5962 2.1993 -0.290
N -3.3180 -0.4456 2.4401 0.188
C -2.6659 0.7197 2.6074 -0.280
C -3.2566 1.8701 3.2802 -0.109
C -4.5021 2.0703 3.8646 -0.006
C -4.7135 3.2668 4.5272 -0.067
C -3.7016 4.2355 4.6174 -0.069
C -2.4586 4.0315 4.0446 -0.016
C -2.2497 2.8358 3.3658 -0.124
C -1.0686 2.2531 2.7418 -0.290
N 0.1212 2.8579 2.7350 0.186
C 1.2751 2.2596 2.4783 -0.322
N 1.4856 0.9907 2.0363 0.007
C 2.8184 0.7195 2.0738 -0.310
N 3.4185 -0.4538 1.9071 0.208
C 2.7827 -1.6201 1.8647 -0.268
N 1.4348 -1.8409 1.7876 0.016
C 1.1934 -3.1628 1.9653 -0.291
N 0.0106 -3.7831 2.0103 0.205
C -1.1526 -3.1632 2.0249 -0.298
N -1.3855 -1.8203 1.9980 0.012
C -2.4360 -3.8701 2.1324 -0.113
C -2.7596 -5.2177 2.1179 -0.002
C 2.4642 -3.8728 2.0944 -0.119
C 2.7695 -5.2161 2.2642 -0.004
C 4.1094 -5.5627 2.3423 -0.064
C 5.1156 -4.5905 2.2673 -0.063
C 4.8072 -3.2471 2.1114 -0.006
C 3.4654 -2.9055 2.0145 -0.107
C 3.5429 1.9386 2.4356 -0.123
C 4.8953 2.2227 2.5745 -0.010
C 5.2463 3.5016 2.9746 -0.066
C 4.2706 4.4712 3.2464 -0.066
C 2.9205 4.1838 3.1184 -0.013
C 2.5717 2.9061 2.6998 -0.127
N -1.3899 1.0184 2.2517 0.015
H -4.3953 -6.5988 2.1643 0.109
H -6.1327 -4.8693 2.3483 0.108
H -5.5207 -2.4516 2.4139 0.116
H -5.2720 1.3108 3.8029 0.116
H -5.6696 3.4557 4.9994 0.106
H -3.8945 5.1519 5.1617 0.106
H -1.6684 4.7691 4.1299 0.114
H -1.9868 -5.9741 2.0462 0.118
H 1.9853 -5.9613 2.3330 0.116
H 4.3857 -6.6027 2.4719 0.107
H 6.1535 -4.8961 2.3341 0.107
H 5.5780 -2.4861 2.0668 0.115
H 5.6459 1.4656 2.3765 0.116
H 6.2921 3.7583 3.0876 0.107
H 4.5797 5.4558 3.5744 0.106
H 2.1576 4.9213 3.3435 0.116
O -2.8900 -0.0956 -0.7082 -0.094
H -3.1394 -1.0050 -0.9122 0.038
H -3.4310 0.1340 0.0625 0.038
C -1.1564 -3.4743 -1.4400 -0.176
N -1.1653 -4.6275 -2.3395 -0.079
C 0.0790 -5.3789 -2.1217 -0.158
N 1.2680 -4.5575 -2.3833 -0.078
C 1.2285 -3.4074 -1.4791 -0.168
N 0.0080 -2.5906 -1.6591 -0.102
C -0.0286 -2.1553 -3.0643 -0.182
N -0.0176 -3.2749 -4.0078 -0.079
C -1.1750 -4.1321 -3.7201 -0.168
C 1.1986 -4.0632 -3.7621 -0.167
H -1.1448 -3.8321 -0.4113 0.103
H -2.0709 -2.8970 -1.6083 0.116
H 0.0905 -6.2496 -2.7781 0.127
H 0.1092 -5.7156 -1.0843 0.127
H 2.0998 -2.7739 -1.6675 0.128
H 1.2713 -3.7688 -0.4533 0.103
H 0.8419 -1.5338 -3.2509 0.100
H -0.9301 -1.5599 -3.2279 0.126
H -1.1686 -4.9806 -4.4046 0.126
H -2.0887 -3.5575 -3.8821 0.125
H 2.0711 -3.4357 -3.9559 0.120
H 1.2163 -4.9104 -4.4486 0.126
C 2.0661 -0.1301 -5.6238 -0.058
C 0.9022 0.6344 -5.3831 -0.057
C 0.7588 1.3245 -4.2145 -0.057
C 1.7644 1.2841 -3.2153 -0.176
C 1.7084 2.0250 -1.9989 -0.274
C 2.6861 1.9102 -1.0429 -0.093
C 3.7810 1.0449 -1.2446 -0.045
C 3.8902 0.3584 -2.4182 0.002
C 2.9060 0.4735 -3.4352 -0.165
C 3.0361 -0.2149 -4.6683 -0.028
H 2.1741 -0.6577 -6.5641 0.115
H 0.1200 0.6622 -6.1312 0.115
H -0.1431 1.8961 -4.0427 0.084
H 2.6316 2.4851 -0.1248 0.085
H 4.5311 0.9463 -0.4683 0.110
H 4.7449 -0.2872 -2.5948 0.126
H 3.9227 -0.8194 -4.8341 0.122
C 0.2505 4.5736 -3.1024 -0.178
As 0.3427 3.3083 -1.6613 1.308
C 0.8883 4.4279 -0.2102 -0.174
C -1.4157 2.6163 -1.1986 -0.244
C -2.4620 3.6867 -1.3654 -0.303
C -3.0307 3.9418 -2.6128 -0.061
C -3.9535 4.9645 -2.7675 -0.067
C -4.3199 5.7405 -1.6722 -0.071
C -3.7703 5.4808 -0.4246 -0.061
C -2.8403 4.4605 -0.2720 -0.039
H -0.4539 5.3459 -2.8087 0.048
H -0.0675 4.1316 -4.0407 0.039
H 1.2444 4.9983 -3.2161 0.058
H 0.2063 5.2774 -0.2042 0.057
H 1.9027 4.7783 -0.3837 0.063
H 0.8221 3.9132 0.7443 0.012
H -1.3208 2.3282 -0.1505 0.041
H -1.6241 1.7228 -1.7782 0.069
H -2.7625 3.3194 -3.4604 0.115
H -4.3878 5.1597 -3.7409 0.110
H -5.0450 6.5368 -1.7913 0.110
H -4.0676 6.0714 0.4337 0.111
H -2.4193 4.2489 0.7079 0.109
```